C25H26N2O6 | the ωB97M-V functional and the def2-TZVPD basis

## Properties
F_max: 1.31 eV/A
LUMO energy: 0.7 eV
SMILES: O=C(/C=C\c1ccc2c(c1)OCO2)NC1(C(=O)Nc2ccc3c(c2)OCCO3)CCCCC1
ΔE to the lowest compared entry with this formula, charge and spin: 173.6 kJ/mol
total charge: 0

```
59
Properties=species:S:1:pos:R:3:lowdin_charge:R:1
H 3.7683 -0.6460 -2.5986 0.1223
H -1.5697 -2.6707 1.3804 0.1079
C -2.3605 -2.4651 0.6606 -0.1167
C -1.5433 2.7683 1.3619 -0.2462
O 0.0198 3.3113 -2.3874 0.0488
O -0.7795 -0.3421 -1.7017 0.0792
C -0.3183 2.2045 0.9692 0.0570
H -2.4755 -1.7498 -2.6047 0.1075
H 0.2664 1.6089 1.6498 0.1336
H -3.4530 -3.9841 -2.2414 0.1092
C 4.2444 -0.4658 -0.5391 -0.2027
H 5.9882 1.3568 0.4532 0.1387
C 3.3697 -0.6700 -1.5971 0.0119
C 1.5340 -0.8932 -0.0715 -0.2211
N -2.4067 -0.0520 1.1742 0.1612
C -2.1454 1.2059 3.1642 0.0104
H -3.1874 4.0173 0.8174 0.1124
C 2.4085 -0.7283 0.9952 0.0710
C 6.2719 0.3083 0.2856 -0.1546
H 2.0515 -0.7559 2.0132 0.1318
C -2.2387 -1.0393 0.1044 -0.3389
O 5.5671 -0.2115 -0.8179 -0.0313
H 7.3319 0.2499 0.0337 0.1315
C 3.7607 -0.5238 0.7711 -0.1929
H -1.3790 -3.4141 -1.0031 0.1189
O 1.2650 2.0572 -0.9151 0.0356
H -0.0251 -1.2576 1.2087 0.1035
H -3.3139 -2.5362 1.1913 0.1334
O 4.5848 -0.3860 1.8601 -0.0237
C -2.2544 3.5832 0.4898 -0.0427
C -3.3864 -1.8431 -2.0137 -0.1830
H -4.3181 -0.8066 -0.3698 0.1285
C -0.8667 -0.7887 -0.5754 -0.3950
O -0.9570 -0.8175 2.7529 0.0386
H 0.9850 1.5601 -2.8911 0.1357
H -2.9791 0.7419 0.9283 0.1413
C -3.3654 -0.7918 -0.9061 -0.1199
H 6.2089 -1.5560 1.3638 0.1389
C -2.0752 2.4491 2.6924 -0.0420
C -0.6340 3.2386 -1.1931 -0.1982
N 0.1795 -1.0880 0.2231 0.1683
H -2.3947 -4.4954 -0.0442 0.1133
H -2.4547 0.9981 4.1777 0.1149
H 1.3574 -1.0484 -2.2009 0.1075
C 2.0270 -0.8935 -1.3727 -0.0263
C -1.7590 0.0159 2.3559 -0.4838
H 6.5058 -0.1311 2.4057 0.1317
H 2.0458 2.9833 -2.5786 0.1432
C -3.4803 -3.2496 -1.4347 -0.1992
H -3.2284 0.1962 -1.3516 0.1224
H -2.4096 3.2820 3.2974 0.1162
C -2.3274 -3.4914 -0.4671 -0.1782
C -1.8160 3.8239 -0.8104 0.0155
H -4.4291 -3.3678 -0.9051 0.1132
C 1.1373 2.4535 -2.2633 -0.1469
C 0.1159 2.4595 -0.3042 -0.1910
H -4.2358 -1.6498 -2.6717 0.1131
H -2.3804 4.4385 -1.4912 0.1180
C 5.9528 -0.5021 1.5414 -0.1518
```

---

C3H2N2O | the ωB97M-V functional and the def2-TZVPD basis

## Properties
F_max: 4.04 eV/A
LUMO energy: -0.4 eV
ΔE to the lowest compared entry with this formula, charge and spin: 709.7 kJ/mol
total charge: 0

```
8
Properties=species:S:1:pos:R:3:lowdin_charge:R:1
C 0.2762 -0.9337 -0.2000 -0.1293
C -0.8737 -1.3356 -0.5892 0.1510
H -1.7036 0.4147 0.4651 0.1522
O 2.3424 -0.3374 0.6748 0.0878
H -1.0586 0.8077 -1.0935 0.0804
C -0.7087 0.4836 -0.1641 -0.1474
N 1.2097 -0.0842 0.4211 -0.3441
N 0.5163 0.9848 0.4858 0.1494
```

---

Q: Which of these has the lowest ΔE to the lowest compared entry with this formula, charge and spin?
A: C25H26N2O6

---

Q: Which value of LUMO energy does entry 2 give?
A: -0.4 eV

---

Q: F_max of number 2 (C3H2N2O)?
A: 4.04 eV/A

---

Q: Look up the F_max of the second one.
A: 4.04 eV/A